ORCA calculation (the ωB97M-V functional and the def2-TZVPD basis) on a 4-piece molecular cluster, C19H31BN2O14P overall.

CARTESIAN COORDINATES (ANGSTROEM)
C 0.57333 -1.19780 -1.65798
C -0.46804 -0.43196 -1.38490
N -1.58773 0.48577 -0.95461
C -1.01848 1.38275 0.08498
B -1.37385 2.95787 0.05544
O -1.98724 3.56449 1.22011
O -1.08647 3.87075 -1.05158
C -2.12439 1.07533 -2.22146
C -3.70200 1.47166 -2.18505
N -4.31924 1.48181 -0.82788
C -5.81590 1.58675 -0.90000
C -6.37807 3.10134 -0.88891
C -5.27443 4.20861 -0.45314
O -4.81152 5.07125 -1.26484
O -4.89386 4.16828 0.95032
C -4.02537 0.25621 -0.01481
C -2.66627 -0.48539 -0.45945
P -2.01399 -1.76487 0.79595
O -3.14350 -2.21688 1.74918
H 1.49452 -1.88691 -1.60657
H 0.14318 1.29422 0.03896
H -1.28799 0.99851 1.15105
H -1.80720 4.54441 1.16982
H -0.11578 3.96226 -1.19208
H -2.07617 0.21082 -3.00442
H -1.45887 1.89696 -2.70205
H -4.30323 0.75853 -2.87519
H -3.80205 2.52265 -2.66485
H -6.35299 1.03388 -0.02920
H -6.20069 1.09911 -1.88536
H -6.85235 3.44538 -1.87252
H -7.21169 3.17077 -0.07956
H -4.57654 3.22806 1.07128
H -4.87264 -0.53565 -0.12665
H -3.88848 0.55674 1.10068
H -2.93729 -1.10520 -1.40846
H -1.52483 -2.90845 0.04566
H -0.89761 -1.28632 1.55975
C 3.05670 -0.19568 -5.34975
C 2.58579 -1.47832 -5.96174
O 1.32942 -1.69089 -5.33355
C 0.87894 -0.47612 -4.91747
O -0.22699 -0.27232 -4.49581
O 1.84368 0.47576 -5.04013
H 3.66389 0.39596 -6.03681
H 3.61922 -0.35408 -4.42472
H 2.43182 -1.39565 -7.04156
H 3.26528 -2.30893 -5.76336
C 3.32839 -2.98251 2.61815
C 3.35490 -3.31942 1.16054
O 2.56691 -2.28807 0.58005
C 2.60142 -1.22896 1.43770
O 2.17819 -0.13297 1.17738
O 3.17460 -1.57031 2.62173
H 4.24787 -3.27383 3.12905
H 2.47568 -3.43153 3.13637
H 4.36305 -3.27478 0.73844
H 2.92681 -4.30132 0.95148
C 6.52201 -1.38009 6.79021
C 5.37887 -0.99035 5.90447
O 5.65687 -1.68482 4.69699
C 6.44839 -2.74525 5.02005
O 6.73055 -3.63349 4.26220
O 6.87575 -2.66881 6.30927
H 6.23800 -1.42300 7.84305
H 7.38262 -0.71359 6.68119
H 4.41358 -1.32870 6.29302
H 5.33347 0.08632 5.73184

- Energy above the lowest of the compared OMol25 structures with the same formula, charge and spin: 0.0 kcal per mole
- Charge: +1
- HOMO energy: -0.4568 Eh
- 2S+1: 1

Here are the natural (NBO) charges for atoms 1 to 6, given in e: atom 1 (C): -0.129, atom 2 (C): 0.055, atom 3 (N): -0.290, atom 4 (C): -0.625, atom 5 (B): 1.167, atom 6 (O): -0.884